Record 1
The following is a DFT calculation (ωB97M-V with the def2-TZVPD basis set) of a molecular structure, C36H44As2CoN2O5PS2SbSe4.

Values from the calculation:
Net charge ... -2
Multiplicity ... 2
Gap between HOMO and LUMO (spin up / spin down) ... 5.0 / 5.0 eV
LUMO energy (spin up / spin down) ... 3.0 / 3.0 eV
Calculated total energy ... -509449.3272 eV

Geometry (Å):
Co  -1.255  1.426  -0.733
N  1.342  3.532  -2.132
C  0.776  4.287  -1.007
C  0.711  3.423  0.255
O  1.698  3.328  0.988
N  -0.471  2.824  0.515
C  -0.640  2.332  1.865
C  -0.834  0.818  1.896
O  -0.750  0.172  2.930
O  -1.150  0.331  0.772
H  2.358  3.534  -2.059
H  1.091  4.036  -2.995
H  -0.248  4.601  -1.279
H  1.359  5.183  -0.766
H  -1.554  2.794  2.282
H  0.215  2.610  2.493
C  3.255  0.972  -0.300
C  2.699  0.586  -1.649
As  0.759  0.453  -1.635
C  0.808  -1.438  -1.278
C  1.514  -2.216  -2.192
C  1.833  -3.526  -1.910
C  1.423  -4.106  -0.720
C  0.710  -3.355  0.188
C  0.422  -2.028  -0.090
C  0.486  0.292  -3.695
C  0.831  1.376  -4.528
C  0.219  1.540  -5.766
C  -0.667  0.575  -6.233
C  -0.953  -0.540  -5.464
C  -0.423  -0.656  -4.186
As  2.005  0.458  1.132
C  2.633  -1.284  1.721
C  3.832  -1.870  1.356
C  4.286  -3.014  1.988
C  3.546  -3.588  3.007
C  2.338  -3.019  3.377
C  1.887  -1.884  2.732
C  2.868  1.242  2.664
C  2.290  1.097  3.916
C  2.925  1.575  5.047
C  4.145  2.216  4.935
C  4.721  2.376  3.688
C  4.089  1.882  2.563
H  3.357  2.067  -0.240
H  4.256  0.542  -0.151
H  2.994  -0.442  -1.884
H  3.085  1.223  -2.459
H  1.822  -1.790  -3.144
H  2.411  -4.094  -2.628
H  1.657  -5.139  -0.499
H  0.395  -3.778  1.136
H  -0.140  -1.487  0.667
H  1.482  2.158  -4.132
H  0.339  2.476  -6.323
H  -1.215  0.772  -7.146
H  -1.662  -1.279  -5.815
H  -0.760  -1.468  -3.527
H  4.443  -1.435  0.570
H  5.228  -3.456  1.687
H  3.903  -4.482  3.504
H  1.744  -3.466  4.167
H  0.925  -1.463  3.019
H  1.329  0.605  4.023
H  2.464  1.448  6.019
H  4.645  2.594  5.817
H  5.669  2.891  3.589
H  4.565  2.011  1.601
Se  -3.519  5.708  -3.495
Sb  -2.106  3.778  -3.941
Se  -2.798  3.171  -6.165
Se  -0.404  5.127  -5.046
Se  -1.754  2.255  -2.295
C  -2.715  -3.285  1.841
C  -2.656  -3.460  0.335
C  -3.827  -4.274  -0.186
O  -2.538  -2.215  -0.326
P  -3.576  -1.001  -0.392
S  -5.400  -1.472  -1.001
S  -2.547  0.242  -1.570
O  -3.589  -0.482  1.133
C  -4.364  0.564  1.693
C  -4.646  1.696  0.718
C  -5.647  -0.023  2.265
H  -2.515  -4.241  2.319
H  -3.700  -2.930  2.146
H  -1.973  -2.563  2.179
H  -1.716  -3.955  0.050
H  -4.772  -3.870  0.176
H  -3.724  -5.306  0.147
H  -3.844  -4.250  -1.276
H  -3.737  0.937  2.521
H  -5.238  1.341  -0.127
H  -3.719  2.149  0.322
H  -5.173  2.503  1.216
H  -6.295  -0.365  1.459
H  -6.166  0.734  2.849
H  -5.407  -0.872  2.910

Record 2
The following is a DFT calculation (ωB97M-V with the def2-TZVPD basis set) of 5 unconnected molecules or ions with the total composition C50H96Cl2N3O21P4S.

Values from the calculation:
Net charge ... +1
Gap between HOMO and LUMO ... 8.1 eV
LUMO energy ... -3.1 eV
Calculated total energy ... -173901.7156 eV

Geometry (Å):
C  7.751  0.130  4.703
C  8.144  1.070  3.531
O  8.507  0.294  2.396
C  8.667  1.106  1.231
C  7.609  0.825  0.154
O  7.472  -0.554  -0.166
C  6.106  -0.976  -0.052
C  5.890  -1.357  1.421
O  4.516  -1.619  1.718
C  4.501  -2.222  2.985
N  3.140  -2.356  3.512
C  2.571  -1.124  3.900
N  3.262  0.017  4.349
C  3.773  0.918  3.279
C  2.765  1.179  2.136
O  2.537  0.391  1.243
C  1.982  2.494  2.112
C  2.535  3.743  2.409
C  1.692  4.854  2.296
C  0.365  4.750  1.895
C  -0.194  3.492  1.613
C  0.638  2.382  1.726
N  1.277  -1.022  3.853
S  0.325  -2.351  3.270
C  0.535  0.181  4.291
O  0.367  0.061  5.716
C  0.860  1.192  6.360
C  0.250  2.440  6.212
C  0.732  3.574  6.861
C  1.845  3.521  7.706
C  2.451  2.264  7.853
C  1.974  1.134  7.197
C  3.228  -3.350  4.632
Cl  2.430  -2.817  6.140
C  2.756  -4.801  4.148
C  1.553  -5.366  4.932
Cl  2.475  -4.873  2.370
H  7.652  -0.879  4.267
H  6.788  0.417  5.157
H  8.511  0.082  5.493
H  8.986  1.719  3.838
H  7.277  1.721  3.299
H  9.702  0.998  0.865
H  8.549  2.164  1.536
H  6.648  1.281  0.459
H  7.926  1.361  -0.762
H  5.414  -0.201  -0.423
H  5.978  -1.851  -0.710
H  6.528  -2.241  1.623
H  6.286  -0.538  2.052
H  5.148  -1.624  3.675
H  4.981  -3.214  2.876
H  4.002  -0.307  4.967
H  4.751  0.558  2.922
H  3.978  1.892  3.761
H  3.583  3.854  2.695
H  2.060  5.867  2.487
H  -0.286  5.620  1.777
H  -1.230  3.326  1.311
H  0.234  1.389  1.500
H  -0.969  -1.956  3.463
H  1.067  1.121  4.123
H  -0.481  0.157  3.873
H  -0.621  2.589  5.562
H  0.231  4.537  6.722
H  2.219  4.400  8.235
H  3.307  2.223  8.535
H  2.505  0.196  7.381
H  4.291  -3.487  4.884
H  3.590  -5.496  4.335
H  1.883  -5.664  5.939
H  0.673  -4.714  4.935
H  1.261  -6.309  4.435
O  2.935  5.130  -3.645
P  1.724  5.292  -4.511
O  1.191  6.775  -4.031
C  1.903  7.922  -4.503
C  1.744  8.132  -5.998
O  0.736  4.275  -3.673
C  1.229  3.399  -2.664
C  1.217  4.067  -1.303
O  0.705  5.244  -5.806
C  -0.666  4.822  -5.748
C  -1.560  5.652  -4.851
H  2.961  7.828  -4.239
H  1.503  8.784  -3.968
H  2.208  7.321  -6.565
H  2.212  9.067  -6.310
H  0.690  8.156  -6.277
H  2.219  3.025  -2.921
H  0.567  2.529  -2.646
H  1.655  5.065  -1.320
H  1.757  3.465  -0.570
H  0.190  4.191  -0.956
H  -0.718  3.764  -5.494
H  -1.040  4.905  -6.771
H  -1.245  5.639  -3.810
H  -2.580  5.264  -4.888
H  -1.567  6.695  -5.169
O  -3.190  -0.876  1.972
P  -4.539  -0.211  2.000
O  -5.498  -1.467  2.460
C  -5.469  -1.863  3.833
C  -6.069  -0.816  4.753
O  -4.783  -0.181  0.378
C  -3.751  -0.470  -0.564
C  -3.707  -1.949  -0.896
O  -5.724  0.905  2.226
C  -6.744  1.221  1.255
C  -7.651  0.072  0.874
H  -4.438  -2.087  4.126
H  -6.042  -2.787  3.906
H  -5.467  0.097  4.763
H  -6.126  -1.188  5.777
H  -7.070  -0.537  4.424
H  -2.786  -0.107  -0.209
H  -3.979  0.096  -1.469
H  -3.728  -2.580  -0.007
H  -2.812  -2.191  -1.471
H  -4.582  -2.226  -1.488
H  -6.289  1.679  0.377
H  -7.355  1.999  1.718
H  -7.118  -0.759  0.420
H  -8.395  0.410  0.152
H  -8.166  -0.322  1.751
O  3.976  -1.116  -4.908
P  5.067  -2.094  -5.223
O  6.376  -1.093  -5.287
C  6.906  -0.616  -4.051
C  7.545  -1.717  -3.224
O  4.706  -2.305  -6.812
C  3.491  -1.833  -7.390
C  3.643  -0.418  -7.914
O  5.995  -3.457  -5.233
C  6.515  -4.079  -6.420
C  7.451  -3.220  -7.243
H  6.112  -0.121  -3.482
H  7.656  0.136  -4.298
H  6.799  -2.446  -2.891
H  8.027  -1.307  -2.336
H  8.286  -2.263  -3.808
H  2.666  -1.914  -6.683
H  3.253  -2.501  -8.220
H  4.115  0.248  -7.192
H  2.674  0.000  -8.189
H  4.284  -0.414  -8.799
H  5.696  -4.466  -7.023
H  7.072  -4.952  -6.072
H  6.978  -2.314  -7.616
H  7.802  -3.784  -8.108
H  8.313  -2.909  -6.650
O  -9.608  -2.118  -0.619
P  -10.958  -2.727  -0.844
O  -10.686  -4.280  -0.363
C  -10.607  -4.537  1.040
C  -11.938  -4.346  1.743
O  -10.852  -2.863  -2.480
C  -9.820  -2.231  -3.233
C  -8.608  -3.132  -3.371
O  -12.592  -2.934  -0.911
C  -13.297  -3.496  -2.030
C  -12.924  -4.921  -2.380
H  -9.841  -3.894  1.485
H  -10.278  -5.571  1.153
H  -12.256  -3.300  1.717
H  -11.871  -4.647  2.790
H  -12.721  -4.931  1.260
H  -9.557  -1.266  -2.801
H  -10.231  -2.024  -4.224
H  -8.301  -3.571  -2.421
H  -7.762  -2.583  -3.788
H  -8.837  -3.969  -4.036
H  -13.207  -2.837  -2.892
H  -14.352  -3.480  -1.747
H  -11.878  -5.029  -2.658
H  -13.523  -5.260  -3.227
H  -13.100  -5.586  -1.533